Record 1
C44H37CoN11O8S2Te | ωB97M-V/def2-TZVPD

Last column: Mulliken charge in e.
Positions of all 104 atoms, in Å:
Co 0.5354 -1.0145 0.1888  -0.22
O -2.7885 -5.0808 -4.0486  -0.66
N -3.3290 -4.9135 -2.9418  1.06
O -4.3206 -5.5786 -2.5988  -0.70
C -2.8173 -3.9801 -2.0455  -0.91
C -3.3655 -3.9551 -0.7521  -0.81
C -2.9012 -3.0876 0.2306  1.47
C -3.4356 -2.9424 1.5386  -0.97
C -2.8619 -2.0352 2.3916  -1.00
C -1.7494 -1.2793 1.9959  -0.37
N -1.2101 -1.4088 0.7904  0.91
C -1.7796 -2.2726 -0.0683  -0.03
C -1.2021 -2.3062 -1.3605  -0.14
N -0.1253 -1.5036 -1.4943  1.52
C 0.3478 -1.3009 -2.7244  -0.72
C -0.2019 -1.9280 -3.8277  -1.86
C -1.2231 -2.8545 -3.6824  -1.19
C -1.7549 -3.0810 -2.4037  1.32
H -4.1652 -4.6447 -0.5296  0.59
H -4.2892 -3.5402 1.8222  0.46
H -3.2524 -1.8879 3.3899  0.50
H -1.2898 -0.5736 2.6702  0.43
H 1.1713 -0.6079 -2.8181  1.12
H 0.1877 -1.6927 -4.8059  0.52
H -1.6285 -3.3772 -4.5321  0.58
O 3.0052 2.1478 4.6255  -0.75
C 2.8373 2.6616 3.3924  0.00
C 3.3609 3.9188 3.0915  -0.82
C 3.2661 4.4311 1.8098  -0.80
C 2.6609 3.7011 0.7998  -0.56
C 2.1121 2.4672 1.0956  0.75
C 2.1823 1.9450 2.3833  1.14
C 1.6410 0.5612 2.6408  0.11
O 1.8872 0.0201 3.7350  -0.98
O 0.9635 0.0565 1.7054  -0.39
H 2.6138 1.2241 4.5646  0.38
H 3.8578 4.4631 3.8797  0.41
H 3.6940 5.3996 1.5880  0.37
H 2.6202 4.0919 -0.2077  0.45
H 1.6934 1.8297 0.3321  -0.70
N -5.5121 1.2262 2.1550  -0.64
C -4.7395 1.3099 0.9905  0.51
C -4.2391 2.5269 0.5495  -0.43
C -3.4621 2.5974 -0.5987  -0.95
C -3.2110 1.4440 -1.3454  -0.69
C -3.7699 0.2385 -0.9393  -0.12
C -4.5199 0.1707 0.2153  -0.75
S -3.5591 2.1706 -4.0909  0.57
O -3.9109 3.5066 -3.6086  -0.60
O -4.6919 1.2554 -4.1138  -0.59
N -2.5198 1.5039 -2.5492  0.13
C -1.2341 1.7100 -2.6774  0.20
S -0.6361 1.9393 -4.3433  -0.33
C 0.9755 2.0127 -3.6711  -0.56
C 0.9314 1.8941 -2.3278  -1.00
N -0.2967 1.7248 -1.7688  0.63
H -5.3295 1.9588 2.8262  0.21
H -5.4949 0.3102 2.5784  0.22
H -4.4345 3.4280 1.1172  0.48
H -3.1477 3.5509 -0.9924  0.56
H -3.6164 -0.6395 -1.5448  0.73
H -4.9384 -0.7759 0.5265  0.57
H 1.8222 2.1513 -4.3127  0.49
H 1.7971 1.9218 -1.6895  0.36
C 4.4924 0.2623 0.9900  -0.81
N 4.7480 -0.6318 -0.1101  0.37
C 6.1288 -0.8540 -0.4606  -0.63
C 6.3087 -2.2861 -0.9371  -0.76
C 5.3421 -2.4798 -2.0951  -0.73
N 3.9923 -2.1698 -1.6777  0.50
C 2.9646 -3.0158 -2.2354  -0.45
C 3.6919 -1.2148 -0.7527  0.30
O 2.5353 -0.8572 -0.5119  -0.56
H 5.2425 0.1125 1.7669  0.46
H 3.5174 0.0280 1.4006  -0.20
H 4.4980 1.3104 0.6819  0.38
H 6.7398 -0.6552 0.4246  0.33
H 6.4434 -0.1543 -1.2498  0.29
H 6.0483 -2.9741 -0.1304  0.30
H 7.3388 -2.4696 -1.2462  0.41
H 5.3586 -3.5143 -2.4454  0.39
H 5.6312 -1.8338 -2.9383  0.29
H 3.2160 -4.0630 -2.0555  0.27
H 2.8552 -2.8475 -3.3092  0.26
H 2.0241 -2.8002 -1.7433  -0.44
N 1.0615 -2.9079 0.7415  -0.40
C 1.0941 -4.0464 0.4982  1.19
C 1.1923 -5.3891 0.2565  -0.19
C 2.3384 -5.8862 -0.3503  0.15
N 3.3015 -6.2738 -0.8596  -0.69
C 0.1691 -6.2519 0.6466  0.07
N -0.6624 -6.9753 0.9844  -0.67
Te -0.9538 2.7202 0.9532  0.32
C -1.9159 4.1108 2.2691  -0.07
C -2.3083 3.7644 3.5612  -0.42
C -2.9713 4.6612 4.3788  -0.61
C -3.2765 5.9344 3.9220  -0.41
C -2.9080 6.2944 2.6343  -0.54
C -2.2287 5.3978 1.8320  -0.08
H -2.0850 2.7729 3.9320  0.40
H -3.2725 4.3643 5.3776  0.36
H -3.7949 6.6377 4.5628  0.36
H -3.1537 7.2816 2.2599  0.37
H -1.9530 5.6907 0.8293  0.34

Output
- Orbital gap (spin up / spin down): 4.002 / 4.004 eV
- ⟨S²⟩: 0.76
- Max |F|: 3.24 eV/Å
- Total charge: -2
- 2S+1: 2
- HOMO (spin up / spin down): -1.364 / -1.365 eV

---

Record 2
C44H38ClFN6O6V | ωB97M-V/def2-TZVPD

Last column: Mulliken charge in e.
Positions of all 97 atoms, in Å:
V -0.5929 -2.1739 -1.5597  0.20
C -2.4368 5.8723 5.1115  -0.91
O -1.5328 5.2881 4.2053  -0.41
C -1.9175 5.2770 2.8777  0.88
C -1.0784 4.6051 1.9963  -0.60
C -1.3849 4.5260 0.6501  0.18
C -2.5498 5.1327 0.1251  -0.27
C -3.3533 5.8274 1.0282  -0.59
C -3.0580 5.8959 2.3888  -0.39
N -2.8917 5.2462 -1.2375  -0.97
N -2.4866 4.3371 -2.1174  -0.51
C -2.3477 3.0244 -1.7954  -0.12
C -3.0448 2.3399 -0.7718  -0.52
C -2.9357 0.9620 -0.6070  -0.41
C -2.1195 0.2253 -1.4257  -0.48
O -1.8758 -1.1253 -1.2905  0.48
C -1.3802 0.8362 -2.4446  0.44
N -0.5231 0.0360 -3.1562  -0.04
C 0.1816 0.6032 -4.1148  -0.42
C 0.0910 1.9604 -4.4443  -1.19
C -0.7483 2.7689 -3.7086  -0.61
C -1.5077 2.2246 -2.6698  0.87
H -2.0078 5.7484 6.1031  0.23
H -3.4136 5.3796 5.0775  0.37
H -2.5770 6.9401 4.9172  0.34
H -0.1811 4.1410 2.3910  0.45
H -0.7103 4.0054 -0.0148  0.34
H -4.2375 6.3202 0.6389  0.34
H -3.7211 6.4434 3.0444  0.34
H -3.6949 2.9028 -0.1196  0.43
H -3.4838 0.4569 0.1809  0.46
H 0.8651 -0.0474 -4.6543  0.55
H 0.6865 2.3583 -5.2554  0.39
H -0.8390 3.8297 -3.9056  0.51
C 6.6946 0.5843 -0.2721  -1.42
C 6.1459 -0.5948 0.5239  -0.29
C 6.4926 -0.5338 2.0033  -1.07
C 5.8516 0.6825 2.6606  -1.32
C 4.3867 0.7878 2.3064  1.31
C 3.5325 1.5351 3.0830  -0.74
C 2.1762 1.6035 2.7801  -0.29
F 1.3863 2.3375 3.5849  -0.40
C 1.6369 0.9366 1.7179  -0.80
C 2.4888 0.1762 0.9186  0.65
C 1.9064 -0.5825 -0.2082  0.40
O 0.7234 -0.4378 -0.4976  -0.17
C 2.8300 -1.4427 -0.9183  0.23
C 4.1501 -1.4050 -0.6164  -0.28
N 4.6818 -0.6743 0.3750  0.11
C 3.8534 0.1031 1.1995  -0.63
C 2.3645 -2.3666 -1.9899  -0.32
O 3.0884 -2.7721 -2.8641  -0.72
O 1.0954 -2.7229 -1.8401  0.00
H 7.7763 0.6599 -0.1427  0.39
H 6.2368 1.5220 0.0471  0.35
H 6.4827 0.4551 -1.3344  0.39
H 6.5460 -1.5179 0.1060  0.53
H 7.5768 -0.5100 2.1165  0.45
H 6.1262 -1.4442 2.4843  0.34
H 6.3747 1.5938 2.3588  0.37
H 5.9505 0.6125 3.7442  0.47
H 3.9080 2.0695 3.9483  0.51
H 0.5763 0.9630 1.4900  0.98
H 4.8472 -1.9929 -1.2042  0.48
C -1.8944 -5.7048 1.5315  -0.61
C -0.7442 -5.8309 0.7651  -0.59
C -0.4089 -4.8393 -0.1537  -0.36
C -1.1956 -3.6929 -0.3413  0.89
C -2.3641 -3.6083 0.4300  -0.06
C -2.7088 -4.5906 1.3497  -0.67
H -2.1560 -6.4629 2.2604  0.36
H -0.1065 -6.7010 0.8797  0.37
H 0.4888 -4.9714 -0.7512  0.29
H -3.0103 -2.7468 0.3175  0.35
H -3.6123 -4.4798 1.9388  0.41
N 1.1482 -2.6915 1.9186  -0.05
C 0.1811 -1.9410 2.5596  0.55
N 0.3483 -1.8393 3.9304  -0.54
O -0.7351 -1.3985 1.9807  -0.53
H 1.6393 -3.3862 2.4554  0.25
H 0.9031 -2.9815 0.9800  -0.33
H 1.2627 -1.9966 4.3177  0.17
H -0.1841 -1.0967 4.3510  0.29
Cl -7.1895 -2.1067 -4.2885  -0.27
C -5.4902 -2.4011 -3.9586  0.47
C -5.1276 -3.4237 -3.0996  -1.03
C -3.7820 -3.6684 -2.8657  0.05
C -2.7811 -2.9116 -3.4788  0.75
C -1.3387 -3.1946 -3.2240  -2.02
C -3.1857 -1.8774 -4.3227  0.12
C -4.5281 -1.6154 -4.5649  -0.96
H -5.8909 -4.0206 -2.6175  0.42
H -3.4946 -4.4611 -2.1835  0.44
H -0.7040 -2.8320 -4.0364  0.46
H -1.1626 -4.2596 -3.0753  0.79
H -2.4308 -1.2554 -4.7904  0.31
H -4.8249 -0.8052 -5.2179  0.41

Output
- Orbital gap (spin up / spin down): 4.162 / 5.307 eV
- ⟨S²⟩: 2.08
- Max |F|: 2.71 eV/Å
- Total charge: -1
- Energy relative to the best compared isomer or geometry (same formula, charge and spin): 40.2 kcal per mole
- 2S+1: 3
- HOMO (spin up / spin down): -2.533 / -3.678 eV

---

Record 3
C44H40N4P2S2V | ωB97M-V/def2-TZVPD

Last column: Mulliken charge in e.
Positions of all 93 atoms, in Å:
V 0.4191 -0.0552 0.2860  -0.23
C 1.8031 0.1088 -2.5516  -1.09
C 1.6178 -1.3433 -2.9554  -1.41
C 1.1915 -2.3633 -1.9279  1.01
C 1.7096 -3.6466 -1.9932  -1.02
C 1.1626 -4.6379 -1.1972  -0.64
C 0.1114 -4.3216 -0.3613  -0.86
C -0.3055 -3.0052 -0.3001  -0.19
N 0.2223 -2.0347 -1.0612  0.32
N 0.6371 0.7482 -1.8857  1.58
C -0.5471 0.6778 -2.7554  -1.40
C -1.8702 1.0790 -2.1411  0.57
C -3.0330 0.6537 -2.7742  -1.22
C -4.2483 1.0432 -2.2467  -0.47
C -4.2665 1.8354 -1.1099  -0.85
C -3.0592 2.1844 -0.5352  0.04
N -1.8813 1.8142 -1.0413  0.20
C 1.0203 2.1539 -1.5798  -1.73
C 2.1238 2.1681 -0.5546  0.91
C 3.1780 3.0595 -0.6337  -0.96
C 4.1703 3.0030 0.3281  -0.67
C 4.1021 2.0367 1.3079  -0.99
C 3.0350 1.1523 1.3045  -0.71
N 2.0485 1.2202 0.3986  1.18
H 2.0537 0.6950 -3.4458  0.30
H 2.6492 0.1929 -1.8695  0.57
H 2.5628 -1.6721 -3.3920  0.53
H 0.8963 -1.4077 -3.7750  0.30
H 2.5217 -3.8604 -2.6754  0.43
H 1.5574 -5.6460 -1.2343  0.40
H -0.3570 -5.0574 0.2784  0.47
H -1.0721 -2.6860 0.3986  0.34
H -0.6506 -0.3594 -3.0642  0.42
H -0.3678 1.2690 -3.6660  0.52
H -2.9760 0.0215 -3.6520  0.47
H -5.1715 0.7214 -2.7126  0.41
H -5.1951 2.1584 -0.6596  0.43
H -3.0243 2.7796 0.3665  0.32
H 0.1369 2.6448 -1.1805  0.41
H 1.3454 2.6820 -2.4849  0.48
H 3.2001 3.7812 -1.4394  0.52
H 4.9986 3.7010 0.2958  0.42
H 4.8633 1.9313 2.0684  0.54
H 2.9651 0.3508 2.0226  0.25
S -2.8138 -0.9749 1.2446  -0.51
P -1.4917 -0.2895 2.6067  2.15
C 0.1346 -0.5716 2.2021  -0.04
P 1.2176 -1.5831 3.0235  1.96
S 2.6076 -2.4331 1.8378  -0.51
C 2.1276 -0.6179 4.3035  -0.46
C 1.7691 0.7054 4.5296  0.48
C 2.4638 1.5028 5.4391  -1.18
C 3.5326 0.9718 6.1432  -0.63
C 3.9067 -0.3537 5.9280  -0.72
C 3.2176 -1.1344 5.0122  -0.23
C 0.3514 -2.8803 3.9748  0.50
C 0.3964 -2.9650 5.3618  -0.80
C -0.2836 -3.9712 6.0422  -0.74
C -1.0142 -4.9134 5.3359  -0.63
C -1.0745 -4.8336 3.9474  -0.69
C -0.4009 -3.8267 3.2767  0.45
C -1.7977 1.5276 2.7290  0.12
C -3.0336 2.0102 3.1755  -0.88
C -3.2847 3.3689 3.2477  -0.71
C -2.3090 4.2858 2.8516  -0.77
C -1.0828 3.8241 2.4094  -1.07
C -0.8297 2.4516 2.3662  0.57
C -1.9924 -0.7621 4.3067  0.45
C -1.4706 -0.0987 5.4190  0.02
C -1.8617 -0.4488 6.7025  -0.81
C -2.7850 -1.4740 6.8904  -0.58
C -3.3079 -2.1368 5.7911  -0.64
C -2.9179 -1.7780 4.5038  -0.69
H 0.9395 1.1178 3.9701  0.22
H 2.1663 2.5339 5.5905  0.50
H 4.0773 1.5831 6.8528  0.39
H 4.7473 -0.7719 6.4677  0.41
H 3.5365 -2.1527 4.8224  0.42
H 0.9363 -2.2223 5.9346  0.30
H -0.2471 -4.0064 7.1241  0.44
H -1.5416 -5.6979 5.8638  0.40
H -1.6592 -5.5551 3.3900  0.44
H -0.4666 -3.7586 2.1962  -0.31
H -3.8081 1.3088 3.4650  0.39
H -4.2439 3.7247 3.6035  0.42
H -2.5064 5.3495 2.9011  0.37
H -0.3131 4.5247 2.1080  0.45
H 0.1375 2.0909 2.0373  -0.04
H -0.7601 0.7091 5.2902  0.30
H -1.4497 0.0750 7.5560  0.45
H -3.0968 -1.7520 7.8898  0.40
H -4.0246 -2.9373 5.9280  0.42
H -3.3252 -2.2881 3.6386  0.32

Output
- Orbital gap (spin up / spin down): 6.545 / 6.869 eV
- ⟨S²⟩: 3.76
- Max |F|: 1.89 eV/Å
- Total charge: 0
- Energy relative to the best compared isomer or geometry (same formula, charge and spin): 22.3 kcal per mole
- 2S+1: 4
- HOMO (spin up / spin down): -6.333 / -6.748 eV